# 1
Molecular formula: C36H99N9O9
Method: DFT, the ωB97M-V functional and the def2-TZVPD basis

The expectation value of S² is 0.754. The calculation puts the total energy at -70756.32885 eV. The relative energy (zero: lowest compared OMol25 entry of this formula, charge and spin) is 413.47 kJ/mol. Its spin multiplicity is 2. Its net charge is +1. As for the orbital gap (alpha / beta): 7.90 / 2.09 eV.

XYZ file:
```
153
C36H99N9O9 the ωB97M-V functional and the def2-TZVPD basis
C -28.019 14.093 11.430
C -29.251 13.981 10.429
C -29.764 12.543 10.356
O -30.811 12.404 9.362
C -31.149 11.094 8.982
N -30.119 14.963 10.929
H -27.072 13.664 11.102
H -28.261 13.743 12.434
H -27.853 15.170 11.484
H -29.026 14.301 9.411
H -30.162 12.186 11.306
H -29.002 11.812 10.085
H -30.269 10.614 8.553
H -32.037 11.084 8.350
H -31.439 10.452 9.814
H -30.358 15.446 10.074
H -29.453 15.633 11.286
C -32.921 5.402 9.222
C -32.667 6.928 9.080
C -33.268 7.540 7.792
O -33.011 8.914 7.581
C -33.248 9.314 6.271
N -33.324 7.538 10.249
H -32.361 4.780 8.523
H -33.985 5.167 9.241
H -32.525 5.167 10.210
H -31.635 7.271 9.148
H -34.353 7.443 7.766
H -32.906 6.942 6.956
H -34.198 8.863 5.984
H -32.326 9.263 5.693
H -33.461 10.377 6.382
H -32.612 7.395 10.951
H -33.368 8.493 9.924
C -34.673 5.544 3.499
C -33.782 5.041 4.622
C -33.762 3.476 4.656
O -35.044 2.981 5.023
C -35.273 1.640 4.745
N -32.536 5.658 4.231
H -35.607 4.982 3.526
H -34.187 5.391 2.536
H -34.948 6.559 3.784
H -34.145 5.282 5.621
H -33.024 3.129 5.379
H -33.562 2.997 3.698
H -34.670 0.867 5.221
H -35.105 1.497 3.677
H -36.333 1.454 4.921
H -32.757 5.677 3.246
H -32.594 6.577 4.646
C -30.725 12.078 5.463
C -30.478 13.408 4.698
C -29.026 13.894 4.754
O -29.026 15.089 4.082
C -27.708 15.633 3.899
N -31.157 13.119 3.414
H -31.750 11.715 5.531
H -30.372 11.966 6.488
H -30.023 11.409 4.964
H -31.143 14.141 5.156
H -28.313 13.182 4.339
H -28.823 14.149 5.794
H -27.774 16.624 3.449
H -27.143 15.029 3.189
H -27.145 15.793 4.818
H -30.630 12.540 2.776
H -31.161 13.959 2.853
C -28.011 1.858 13.547
C -26.824 2.351 12.669
C -27.204 3.752 12.063
O -28.271 3.596 11.038
C -28.928 4.804 10.664
N -25.636 2.285 13.436
H -28.076 2.490 14.433
H -28.015 0.798 13.800
H -28.871 2.190 12.965
H -26.617 1.670 11.844
H -26.381 4.155 11.472
H -27.421 4.460 12.862
H -29.623 4.568 9.858
H -28.283 5.567 10.228
H -29.542 5.266 11.437
H -25.659 1.374 13.871
H -25.755 2.974 14.166
C -40.841 5.905 9.691
C -39.548 5.457 9.004
C -38.224 6.048 9.521
O -38.141 7.541 9.320
C -37.131 8.184 9.972
N -39.669 4.052 9.123
H -40.794 6.016 10.774
H -41.743 5.382 9.373
H -41.013 6.953 9.447
H -39.506 5.592 7.923
H -37.382 5.544 9.046
H -38.237 5.669 10.543
H -36.130 7.829 9.726
H -37.259 7.997 11.038
H -37.091 9.273 9.959
H -39.056 3.692 9.841
H -39.465 3.567 8.262
C -32.161 2.661 12.596
C -33.507 2.015 12.482
C -34.515 2.874 11.776
O -34.766 4.042 12.496
C -35.978 4.623 12.061
N -33.365 0.747 11.726
H -31.797 3.037 11.640
H -31.417 2.018 13.066
H -32.176 3.574 13.192
H -33.988 1.727 13.417
H -35.470 2.364 11.653
H -34.127 3.115 10.786
H -36.529 5.062 12.893
H -36.835 4.031 11.739
H -35.913 5.494 11.409
H -32.867 0.057 12.271
H -32.728 0.925 10.963
C -29.050 7.376 13.110
C -30.424 7.885 12.508
C -31.572 8.134 13.499
O -31.769 6.957 14.261
C -32.978 7.047 14.917
N -30.213 9.135 11.752
H -29.130 6.591 13.863
H -28.499 8.240 13.481
H -28.519 7.049 12.216
H -30.785 7.098 11.847
H -32.450 8.455 12.938
H -31.282 8.942 14.170
H -32.889 6.741 15.960
H -33.627 6.365 14.368
H -33.375 8.049 15.085
H -29.841 9.839 12.374
H -31.030 9.610 11.396
C -30.125 9.035 2.543
C -29.495 10.233 1.918
C -28.516 9.770 0.788
O -27.777 10.958 0.339
C -26.633 11.250 1.103
N -30.415 11.231 1.479
H -30.872 9.522 3.170
H -29.349 8.553 3.137
H -30.413 8.198 1.907
H -28.950 10.786 2.683
H -28.911 9.291 -0.108
H -27.958 8.953 1.244
H -25.908 10.440 1.015
H -26.827 11.404 2.164
H -26.183 12.176 0.746
H -30.009 11.656 0.657
H -31.108 10.634 1.052
```

---

# 2
Molecular formula: C37H100As4F27N8O11S
Method: DFT, the ωB97M-V functional and the def2-TZVPD basis

The calculation puts the total energy at -401985.47671 eV. Its spin multiplicity is 1. Its net charge is +3. As for the orbital gap: 10.88 eV.

XYZ file:
```
188
C37H100As4F27N8O11S the ωB97M-V functional and the def2-TZVPD basis
C -4.619 5.387 1.793
N -3.460 4.600 2.322
C -3.814 4.146 3.753
C -3.151 3.451 1.360
C -2.195 5.367 2.448
C -1.691 6.223 1.270
O -0.937 7.150 2.007
H -4.705 6.192 2.499
H -5.481 4.731 1.902
H -4.442 5.708 0.806
H -2.983 3.628 4.258
H -4.613 3.451 3.747
H -4.079 5.051 4.389
H -3.005 3.880 0.360
H -3.960 2.762 1.355
H -2.279 2.945 1.760
H -1.476 4.545 2.738
H -2.287 5.899 3.360
H -2.521 6.718 0.705
H -1.097 5.650 0.580
H -0.386 7.713 1.453
C 5.845 -4.872 -6.023
N 5.787 -3.358 -5.882
C 7.105 -2.929 -5.319
C 5.684 -2.679 -7.217
C 4.677 -2.901 -5.000
C 3.176 -3.303 -5.284
O 2.895 -4.663 -5.325
H 4.844 -5.254 -6.220
H 6.145 -5.371 -5.049
H 6.446 -5.120 -6.876
H 7.199 -3.170 -4.260
H 7.129 -1.819 -5.392
H 7.881 -3.286 -6.001
H 5.576 -1.633 -7.022
H 4.890 -3.113 -7.777
H 6.637 -2.771 -7.754
H 4.810 -1.788 -4.989
H 4.972 -3.207 -4.023
H 2.987 -2.824 -6.189
H 2.547 -2.766 -4.519
H 1.983 -4.832 -5.114
C -0.406 1.426 -0.579
N 0.272 0.122 -0.642
C -0.220 -0.703 0.448
C -0.014 -0.541 -1.961
C 1.708 0.331 -0.355
C 2.445 -0.738 0.444
O 2.519 -2.004 -0.165
H -0.376 1.875 0.390
H -1.429 1.320 -0.899
H 0.091 2.088 -1.297
H -0.140 -0.174 1.363
H 0.235 -1.665 0.428
H -1.304 -0.877 0.392
H 0.318 0.134 -2.678
H -1.105 -0.741 -2.026
H 0.575 -1.463 -2.019
H 1.870 1.229 0.265
H 2.171 0.549 -1.343
H 2.003 -0.778 1.446
H 3.440 -0.263 0.562
H 3.083 -1.962 -0.919
C -1.326 -5.329 1.667
N -0.151 -5.833 2.387
C 0.910 -4.880 2.087
C -0.370 -5.761 3.942
C 0.167 -7.174 1.808
C -0.835 -8.347 1.912
O -1.470 -8.294 3.230
H -1.193 -5.287 0.559
H -1.591 -4.351 2.077
H -2.254 -5.988 1.883
H 0.859 -3.944 2.651
H 0.954 -4.595 1.076
H 1.818 -5.310 2.463
H -0.799 -4.758 4.076
H 0.639 -5.870 4.346
H -1.053 -6.483 4.327
H 1.186 -7.577 2.156
H 0.451 -6.979 0.762
H -0.275 -9.244 1.866
H -1.529 -8.239 1.046
H -1.896 -9.167 3.311
C -6.630 -3.558 -1.163
N -5.823 -4.736 -0.670
C -6.683 -5.906 -0.290
C -5.098 -5.230 -1.927
C -4.908 -4.421 0.470
C -5.603 -3.761 1.639
O -5.643 -2.365 1.467
H -7.216 -3.836 -2.076
H -6.015 -2.711 -1.452
H -7.260 -3.227 -0.393
H -7.490 -5.965 -1.024
H -7.169 -5.670 0.624
H -6.124 -6.794 -0.249
H -6.000 -5.397 -2.659
H -4.592 -6.221 -1.699
H -4.435 -4.453 -2.417
H -4.124 -3.757 0.131
H -4.539 -5.386 0.776
H -4.967 -4.098 2.426
H -6.601 -4.187 1.789
H -4.776 -2.042 1.650
C 2.306 0.433 7.066
N 0.979 0.201 6.290
C 0.205 -0.961 6.883
C 0.169 1.449 6.474
C 1.119 -0.010 4.833
C 1.695 -1.402 4.389
O 0.666 -2.329 4.342
H 2.835 -0.494 7.046
H 1.941 0.709 8.079
H 2.923 1.236 6.643
H 0.133 -0.950 8.027
H 0.704 -1.828 6.599
H -0.821 -0.935 6.461
H -0.842 1.373 6.171
H 0.698 2.158 5.888
H 0.133 1.702 7.508
H 1.819 0.756 4.524
H 0.222 0.201 4.278
H 2.506 -1.708 5.108
H 2.185 -1.196 3.427
H -0.030 -1.939 3.823
C 6.004 4.520 0.431
C 5.200 4.957 -0.683
O 5.266 5.991 -1.294
N 3.943 4.136 -1.055
H 4.198 3.185 -1.416
H 3.476 3.921 -0.159
C 3.141 4.751 -2.132
H 5.523 3.813 1.029
H 6.092 5.379 1.098
H 6.983 4.194 0.099
H 3.741 4.861 -3.036
H 2.887 5.783 -1.754
H 2.264 4.171 -2.322
C -3.159 8.187 -6.277
C -2.542 8.824 -5.088
O -2.943 9.703 -4.409
N -1.130 8.302 -4.679
H -1.321 8.026 -3.659
H -0.872 7.483 -5.256
C -0.037 9.347 -4.591
H -3.385 7.152 -6.021
H -2.373 8.208 -7.052
H -4.064 8.741 -6.552
H 0.821 8.780 -4.195
H -0.211 10.115 -3.879
H 0.201 9.702 -5.629
C -3.938 -0.548 4.292
F -4.998 0.122 3.856
F -3.578 0.021 5.477
F -4.369 -1.798 4.532
S -2.653 -0.487 2.932
O -1.684 -1.588 3.337
O -3.418 -0.759 1.750
O -2.221 0.876 3.081
As 1.891 3.313 2.409
F 0.609 2.176 2.690
F 1.386 3.564 0.783
F 3.356 4.319 2.155
F 2.325 3.150 4.125
F 2.864 1.988 1.935
F 0.741 4.555 2.814
As -0.607 -4.417 -2.068
F -1.002 -5.155 -3.533
F -0.017 -5.861 -1.413
F -0.276 -3.715 -0.547
F -1.271 -2.941 -2.581
F -2.244 -4.851 -1.441
F 0.961 -3.866 -2.664
As 5.241 -0.010 -2.443
F 3.781 -1.011 -2.540
F 5.019 0.214 -4.176
F 6.630 1.037 -2.419
F 5.405 -0.279 -0.801
F 6.318 -1.310 -2.813
F 4.068 1.371 -2.231
As -1.465 5.623 -2.708
F -0.053 5.262 -1.689
F -2.534 5.401 -1.389
F -2.793 6.195 -3.654
F -0.237 5.862 -4.024
F -1.631 3.962 -3.239
F -1.172 7.315 -2.238
```

---

# 3
Molecular formula: C37H100N4O11
Method: DFT, the ωB97M-V functional and the def2-TZVPD basis

Its SMILES is COC[C@H](C)N.COC[C@H](C)N.COC[C@H](C)N.COC[C@H](C)N.CC(C)O.CC(C)O.CC(C)O.CC(C)O.CC(C)O.CC(C)O.CC(C)O. The calculation puts the total energy at -68465.49248 eV. The relative energy (zero: lowest compared OMol25 entry of this formula, charge and spin) is 402.38 kJ/mol. Its spin multiplicity is 1. As for the orbital gap: 9.07 eV.

XYZ file:
```
152
C37H100N4O11 the ωB97M-V functional and the def2-TZVPD basis
C -4.287 0.279 -8.384
C -5.410 0.830 -7.625
C -6.788 0.470 -8.207
O -5.217 0.546 -6.287
H -3.356 0.490 -7.857
H -4.217 0.754 -9.362
H -4.440 -0.795 -8.496
H -5.307 1.913 -7.702
H -6.961 1.080 -9.094
H -7.651 0.767 -7.611
H -6.878 -0.604 -8.370
H -5.943 -0.007 -5.991
C -0.727 2.005 -0.626
C -0.516 0.801 0.251
C -0.284 -0.434 -0.627
O 0.617 1.157 1.084
H 0.170 2.282 -1.180
H -0.843 2.915 -0.037
H -1.594 1.934 -1.283
H -1.417 0.735 0.860
H 0.523 -0.339 -1.354
H -1.207 -0.674 -1.156
H 0.028 -1.196 0.086
H 0.721 0.440 1.714
C 5.023 -2.873 -7.430
C 6.495 -3.228 -7.896
C 6.866 -4.680 -7.660
O 6.631 -3.114 -9.313
H 4.673 -3.284 -6.483
H 4.239 -3.148 -8.137
H 4.913 -1.798 -7.289
H 7.202 -2.732 -7.231
H 7.831 -5.016 -8.038
H 6.094 -5.377 -7.987
H 6.946 -4.777 -6.577
H 6.146 -2.307 -9.500
C 2.802 9.204 0.612
C 4.071 8.754 1.456
C 4.175 7.176 1.527
O 5.297 9.259 0.983
H 3.029 9.317 -0.448
H 2.354 10.076 1.089
H 2.070 8.397 0.588
H 3.832 9.196 2.423
H 4.547 6.817 0.568
H 3.225 6.651 1.621
H 4.938 6.898 2.254
H 5.580 8.664 0.284
C 8.796 -2.084 -0.645
C 8.903 -0.937 0.283
C 7.532 -0.198 0.435
O 9.401 -1.510 1.465
H 8.153 -2.874 -0.257
H 9.725 -2.576 -0.935
H 8.333 -1.763 -1.577
H 9.742 -0.282 0.049
H 7.441 0.555 -0.348
H 7.527 0.258 1.425
H 6.640 -0.823 0.466
H 8.643 -1.828 1.962
C -7.130 0.274 3.287
C -6.725 1.003 4.514
C -7.767 2.079 4.904
O -6.631 0.114 5.608
H -7.919 -0.424 3.565
H -6.317 -0.220 2.755
H -7.586 0.929 2.545
H -5.684 1.306 4.404
H -7.834 2.778 4.071
H -7.457 2.635 5.788
H -8.716 1.553 5.013
H -6.508 0.653 6.393
C -9.835 -5.647 -1.838
C -9.063 -4.363 -1.837
C -7.537 -4.565 -1.992
O -9.525 -3.540 -2.929
H -9.652 -6.196 -0.914
H -9.458 -6.202 -2.697
H -10.908 -5.455 -1.799
H -9.375 -3.902 -0.900
H -7.162 -3.554 -2.148
H -7.268 -5.319 -2.732
H -7.153 -4.872 -1.019
H -10.387 -3.179 -2.710
C 4.722 -7.013 4.798
C 4.220 -5.591 4.579
C 2.792 -5.373 5.039
O 2.413 -3.961 5.061
C 1.169 -3.589 5.638
N 5.059 -4.606 5.259
H 5.771 -7.097 4.514
H 4.152 -7.748 4.230
H 4.677 -7.202 5.871
H 4.364 -5.308 3.536
H 2.577 -5.761 6.035
H 2.031 -5.913 4.475
H 0.388 -3.893 4.942
H 0.770 -2.584 5.780
H 1.027 -4.101 6.590
H 5.283 -4.921 6.193
H 4.469 -3.790 5.348
C 3.799 -13.221 -4.108
C 3.549 -11.701 -3.945
C 3.969 -11.153 -2.536
O 4.006 -9.722 -2.418
C 2.907 -8.999 -2.863
N 4.335 -11.006 -4.947
H 3.529 -13.593 -5.097
H 3.322 -13.786 -3.308
H 4.844 -13.533 -4.119
H 2.472 -11.626 -4.096
H 5.012 -11.358 -2.293
H 3.306 -11.576 -1.781
H 2.033 -9.174 -2.236
H 2.609 -9.025 -3.911
H 3.158 -7.976 -2.583
H 3.707 -10.940 -5.735
H 4.397 -10.063 -4.591
C -5.215 12.203 -0.271
C -5.517 10.767 0.351
C -4.934 9.533 -0.460
O -5.531 9.569 -1.800
C -4.796 8.778 -2.731
N -4.963 10.860 1.683
H -5.789 12.294 -1.193
H -4.206 12.615 -0.294
H -5.621 13.022 0.323
H -6.591 10.634 0.485
H -4.963 8.555 0.019
H -3.863 9.727 -0.517
H -3.767 9.106 -2.883
H -5.256 8.715 -3.717
H -4.787 7.766 -2.326
H -5.278 10.211 2.390
H -4.844 11.776 2.091
C -0.636 5.969 6.360
C -0.051 5.389 7.712
C 1.435 5.147 7.575
O 1.758 4.006 8.404
C 2.796 3.157 7.835
N -0.572 6.252 8.699
H -1.725 5.967 6.311
H -0.495 5.233 5.569
H -0.271 6.978 6.167
H -0.640 4.472 7.686
H 2.012 6.053 7.759
H 1.570 4.914 6.519
H 2.457 2.840 6.849
H 2.810 2.260 8.454
H 3.778 3.629 7.883
H -0.197 7.104 8.307
H -0.181 6.151 9.625
```

---

> Look up the spin multiplicity of the third one.

1